Entry 1:
43
Properties=species:S:1:pos:R:3:forces:R:3 method="wB97M-V/def2-TZVPD" homo_lumo_gap_ha=0.328 lumo_ha=-0.0940 relative_energy_kcal_mol=0.0 charge=+1 fmax_ev_per_a=0.8
C 4.430678 0.181026 -3.474639 0.34 0.16 -0.15
O 3.238087 -0.269457 -2.867231 -0.27 -0.05 0.16
C 2.596374 0.519733 -1.999570 -0.22 -0.01 0.16
C 2.999175 1.789875 -1.589419 0.16 -0.18 -0.20
C 2.252864 2.506225 -0.668968 -0.20 -0.06 0.09
C 1.075950 1.988894 -0.150028 0.06 0.07 0.05
C 0.256509 2.711638 0.880808 0.06 0.14 -0.71
N 0.428763 2.048275 2.208291 0.16 -0.26 0.14
C -0.756032 2.138850 3.107639 -0.56 -0.08 0.39
C -1.900359 1.363291 2.508819 0.09 -0.21 -0.06
C -3.138905 1.961575 2.321412 0.07 -0.07 0.01
C -4.176745 1.232437 1.777448 0.05 0.05 0.04
C -3.974713 -0.078664 1.388975 0.11 -0.15 0.00
C -2.737787 -0.700560 1.542991 0.07 0.03 -0.02
O -2.473956 -1.964647 1.133913 0.28 0.35 0.21
C -3.502090 -2.730260 0.539856 -0.22 -0.20 -0.16
C -1.691155 0.028669 2.138592 -0.05 0.09 0.06
O -0.405509 -0.431718 2.361757 -0.54 0.43 -0.10
C -0.087772 -1.817504 2.321932 0.39 -0.64 0.02
C 0.653361 0.726825 -0.563077 0.19 -0.01 -0.21
C 1.405828 0.004093 -1.459843 -0.01 -0.33 -0.10
Br 0.849091 -1.732662 -1.979160 -0.02 0.25 0.11
H 4.742802 -0.625433 -4.134966 0.00 0.10 0.05
H 5.210390 0.363837 -2.730330 -0.04 0.00 -0.02
H 4.258501 1.086432 -4.062499 0.00 -0.03 0.03
H 3.902223 2.224112 -1.985401 0.11 0.02 -0.06
H 2.593085 3.485522 -0.368648 0.05 0.14 0.04
H 0.543234 3.760789 0.959248 -0.05 -0.07 0.14
H -0.804143 2.648682 0.626034 0.08 0.04 0.16
H 0.526297 1.017444 2.052161 0.22 0.38 0.08
H 1.272926 2.395048 2.669414 -0.10 -0.13 -0.08
H -0.476182 1.708789 4.072882 0.13 0.09 -0.10
H -1.032789 3.184297 3.249503 0.12 -0.06 -0.04
H -3.286769 2.988333 2.615313 -0.01 0.16 0.04
H -5.145388 1.684537 1.642248 -0.11 0.05 -0.02
H -4.792285 -0.624769 0.949947 -0.07 -0.10 -0.06
H -4.335183 -2.885744 1.230004 0.03 0.02 -0.02
H -3.862396 -2.267033 -0.382184 0.01 0.00 0.04
H -3.042493 -3.688165 0.304670 -0.10 0.05 0.00
H -0.770558 -2.396573 2.941082 0.01 0.07 -0.01
H 0.919938 -1.885146 2.730994 -0.07 -0.02 -0.02
H -0.098664 -2.200978 1.301752 0.01 0.07 0.11
H -0.273244 0.309604 -0.200440 -0.15 -0.09 0.06


Entry 2:
36
Properties=species:S:1:pos:R:3:forces:R:3 method="wB97M-V/def2-TZVPD" homo_lumo_gap_ha=0.129 lumo_ha=0.0987 relative_energy_kcal_mol=174.5 charge=-3 fmax_ev_per_a=4.6
Pb 7.889170 -1.325440 17.388670 -0.42 -0.14 -0.29
C 7.293610 -3.684770 23.369710 0.66 -0.52 -0.33
C 7.358950 -3.271300 21.880990 0.40 1.49 -0.99
O 8.295240 -3.588990 21.126420 1.74 -1.68 0.55
O 6.494740 -2.504620 21.452390 -2.40 1.08 0.46
H 6.564470 -3.149920 23.978320 -0.23 -0.08 -0.43
H 8.264690 -3.551680 23.846540 0.19 0.05 -0.15
H 7.122480 -4.761220 23.361040 -0.25 -0.11 0.30
C 3.365900 3.681190 18.575680 0.04 -0.06 0.72
C 4.914050 3.506640 18.740000 -0.36 2.55 -1.37
O 5.580800 4.577760 18.739280 -0.29 -0.07 0.64
O 5.332460 2.367280 18.629900 0.61 -2.28 0.38
H 3.035430 2.850470 17.952150 -0.29 0.30 -0.18
H 3.089690 4.681880 18.243380 0.22 -0.11 -0.62
H 2.827770 3.621660 19.521710 0.14 -0.43 0.39
C 13.379850 2.059390 16.783050 -1.24 1.07 -0.84
C 11.975590 1.470000 16.984700 -1.50 -2.75 2.15
O 11.625740 1.154440 18.178900 1.08 1.17 -0.57
O 11.286420 1.076500 16.022360 0.31 0.74 -1.35
H 14.104660 1.273190 16.994330 0.15 0.47 0.16
H 13.443850 3.007250 17.317440 0.46 -0.46 0.94
H 13.437210 2.454940 15.768980 0.28 -0.69 -0.45
C 8.464320 -7.191410 16.168900 0.32 0.28 -1.61
C 8.407350 -6.172120 15.015550 -0.93 0.48 -1.31
O 8.967130 -5.071840 15.156140 1.28 1.18 1.60
O 7.761750 -6.414220 13.987150 -0.72 -1.59 -0.68
H 8.201300 -8.190530 15.821510 -0.39 0.09 0.01
H 7.721320 -6.773860 16.848380 0.70 -0.38 0.78
H 9.540100 -7.207100 16.343690 -0.22 0.13 1.35
C 3.888410 -2.282960 12.757730 -1.00 0.36 -1.01
C 4.692830 -1.881400 13.951300 1.51 -3.04 3.15
O 5.541200 -1.014200 13.959860 1.33 3.38 -1.78
O 4.655880 -2.649820 14.969870 -1.60 -0.67 -0.01
H 2.883540 -1.865670 12.822470 -0.13 0.25 0.11
H 3.718250 -3.354370 12.651790 0.45 -0.01 0.30
H 4.328920 -1.881510 11.845100 0.10 -0.03 0.00


Entry 3:
41
Properties=species:S:1:pos:R:3:forces:R:3 method="wB97M-V/def2-TZVPD" homo_lumo_gap_ha=0.358 lumo_ha=0.0135 relative_energy_kcal_mol=35.6 charge=0 fmax_ev_per_a=1.6
N -1.421836 2.090285 0.588716 0.26 -0.15 -0.28
C -0.769361 1.002444 0.600440 -0.05 0.15 0.04
C -0.948465 -0.031493 1.663146 -0.15 -0.55 -0.19
C -2.065270 -1.129317 1.438531 0.69 1.07 0.76
O -1.536135 -2.366488 1.853116 -0.38 0.07 -0.29
C -1.016581 -3.213071 0.899387 0.07 -0.05 -0.04
O -1.555127 -4.248409 0.683202 -0.41 -0.56 -0.02
C 0.313480 -2.915739 0.286688 0.53 0.18 0.22
C 1.362645 -3.753948 0.664869 0.33 0.17 -0.27
C 2.631603 -3.567073 0.127669 0.02 0.04 0.01
C 2.881720 -2.564384 -0.799309 -0.58 0.24 0.00
C 1.838596 -1.725484 -1.176874 -0.18 -0.39 0.26
C 0.570531 -1.903372 -0.627983 0.12 0.18 -0.13
C -2.866518 -1.144214 0.161900 -1.09 -1.03 -0.16
C -3.854625 0.029443 0.319584 1.15 -0.87 -0.72
C -3.878573 0.162559 1.825446 -0.02 -0.03 -0.59
O -4.440570 0.972824 2.472028 -0.69 0.52 0.64
O -3.107392 -0.813592 2.383508 0.53 -0.11 0.19
H -1.100754 2.599271 -0.236526 -0.26 0.37 0.12
H -0.017389 0.812074 -0.166516 0.08 -0.23 -0.03
H -0.017607 -0.568507 1.807624 0.19 -0.06 -0.11
H -1.169805 0.455229 2.605935 -0.18 0.13 0.11
H 1.211319 -4.549973 1.375920 -0.17 -0.08 0.08
H 3.442509 -4.207453 0.439342 0.03 -0.13 0.05
H 3.856121 -2.415097 -1.232753 0.20 -0.08 0.03
H 1.992261 -0.942250 -1.901061 0.10 0.13 -0.07
H -0.207983 -1.228134 -0.943225 -0.20 -0.03 -0.03
H -3.511220 -2.018782 0.292172 0.22 -0.27 0.02
H -2.386647 -1.354413 -0.786507 0.43 0.67 -0.13
H -4.802529 -0.273319 -0.106023 -0.37 0.25 0.22
H -3.491724 0.906065 -0.196433 -0.18 0.46 0.30
C 2.372789 4.261561 -2.698465 -0.09 0.03 -0.05
S 3.448647 3.732647 -1.358646 0.04 0.01 0.02
O 3.866122 2.339875 -1.660555 -0.07 -0.07 -0.03
C 2.157571 3.632294 -0.114832 -0.15 0.09 0.11
H 2.977382 4.344270 -3.598854 0.04 -0.01 0.02
H 1.586309 3.521751 -2.849854 0.03 -0.03 0.03
H 1.942661 5.233426 -2.456253 0.02 0.01 0.00
H 1.379990 2.939075 -0.435682 0.07 -0.04 -0.08
H 1.732237 4.623530 0.045050 0.02 0.01 0.02
H 2.601622 3.275893 0.812079 0.07 -0.01 -0.03


Entry 4:
96
Properties=species:S:1:pos:R:3:forces:R:3 method="wB97M-V/def2-TZVPD" homo_lumo_gap_ha=0.260 lumo_ha=-0.0357 charge=0 fmax_ev_per_a=7.7
C -2.259930 -2.111919 -1.081308 0.27 0.28 -0.13
O -2.583667 -1.471749 0.181021 -0.03 -0.23 -1.08
C -3.596735 -0.467117 0.006522 -0.57 0.15 1.09
C -3.045589 0.992981 -0.210750 0.02 0.34 -0.94
C -1.627079 1.071881 -0.886571 -0.05 0.56 -0.79
C -0.820544 2.407791 -0.585920 0.03 -1.20 0.48
C 0.691303 2.037061 -0.245120 -0.12 1.90 -0.35
C 1.664027 2.203123 -1.497858 0.95 -0.18 1.01
C 2.137006 0.838190 -2.115398 -0.55 -0.35 0.67
C 1.033845 0.044033 -2.921502 0.87 -0.09 -0.70
B 0.441655 0.797916 -4.203644 0.76 0.02 -0.71
O -0.040011 2.138159 -4.250309 -1.47 -1.82 -0.16
B -1.297317 2.242585 -4.911408 1.33 0.06 -0.98
O -1.604121 1.400233 -6.030150 0.40 -0.87 2.83
B -1.077560 0.099521 -5.707876 0.86 1.24 -0.92
S -2.183043 -1.403299 -5.597552 0.01 0.36 0.60
O 0.330856 0.051757 -5.443767 -2.60 0.22 1.35
H -2.719882 -3.133603 -1.170920 0.11 0.98 0.13
H -1.152279 -2.252458 -1.219435 -0.93 0.28 0.48
H -2.603183 -1.432779 -1.901343 0.25 -0.84 0.37
H -4.190899 -0.445159 0.965734 0.58 -0.19 -0.93
H -4.310783 -0.820656 -0.781958 0.62 0.57 0.41
H -3.062589 1.616291 0.727509 0.14 -0.96 -0.70
H -3.761272 1.515536 -0.912346 0.58 -0.45 0.79
H -1.762010 1.023358 -2.010073 0.05 -0.17 1.04
H -0.961617 0.214626 -0.624347 -0.85 0.59 0.08
H -1.306123 2.899642 0.301937 0.54 -0.34 -0.81
H -0.864239 3.120004 -1.456027 0.07 -0.67 0.90
H 0.804014 1.052698 0.270790 -0.23 0.64 -0.58
H 1.021129 2.815983 0.503243 -0.17 -0.85 -0.68
H 2.591085 2.695415 -1.078498 -0.81 -0.47 -0.53
H 1.236670 2.931474 -2.228079 0.23 -0.80 0.42
H 3.078143 0.921052 -2.729590 -1.05 0.19 0.42
H 2.424202 0.180110 -1.242560 -0.17 0.67 -0.81
H 0.179561 -0.321897 -2.291444 0.75 0.51 -0.37
H 1.535993 -0.889469 -3.313768 -0.64 0.82 0.33
H -2.037755 3.082138 -4.508182 -0.08 -0.08 -0.28
H -3.242720 -0.919943 -4.842936 0.90 0.11 -0.89
O 4.653239 3.771582 0.573951 1.77 -3.68 0.40
P 6.156736 4.055851 0.737864 -2.18 7.02 -0.30
N 5.989936 4.905351 2.220879 -0.65 0.15 0.79
C 6.710446 6.080886 2.658560 0.66 -0.02 -0.27
C 5.761969 4.027884 3.366310 -0.27 -0.42 -0.27
N 6.214665 5.109973 -0.637077 0.36 0.91 -0.82
C 5.569240 6.417578 -0.578017 -0.03 0.11 0.41
C 5.800653 4.435291 -1.870325 0.17 -0.31 0.17
N 7.948961 4.135683 0.849147 0.52 -3.36 -0.03
C 8.775254 5.114681 0.156624 -0.33 0.41 -0.58
C 8.535299 2.800064 0.636588 0.05 -0.16 0.47
H 7.734261 5.854309 2.985544 0.09 0.03 0.01
H 6.191644 6.544518 3.502911 -0.12 -0.26 -0.02
H 6.755531 6.854409 1.895666 0.06 -0.13 -0.16
H 6.701049 3.573062 3.711923 0.03 0.06 0.17
H 5.073468 3.219545 3.106918 0.04 0.08 -0.10
H 5.306502 4.570241 4.198329 0.10 0.12 -0.09
H 4.567853 6.377066 -0.137955 -0.06 0.04 -0.01
H 5.484613 6.859279 -1.574120 0.03 -0.29 -0.06
H 6.176345 7.125277 -0.011821 -0.05 -0.03 0.14
H 4.711152 4.347011 -1.942973 0.01 -0.10 0.01
H 6.222040 3.425862 -1.918021 -0.05 -0.01 0.01
H 6.165990 4.977938 -2.746091 0.06 0.10 0.12
H 8.797527 4.962539 -0.926513 0.01 0.07 0.00
H 9.804481 5.043748 0.525234 -0.14 -0.34 0.23
H 8.458238 6.135892 0.359157 -0.21 -0.09 -0.06
H 8.446670 2.482715 -0.408179 0.18 -0.09 -0.03
H 8.019445 2.060396 1.261328 -0.02 0.04 -0.08
H 9.589735 2.776633 0.925845 -0.07 0.10 -0.06
O -6.508802 -3.507964 2.424854 3.70 1.96 -0.33
P -5.578453 -4.657225 1.998946 -6.66 -3.90 0.35
N -6.489720 -4.979968 0.578986 -0.92 0.39 -1.02
C -6.822363 -6.266729 0.008296 0.52 -0.37 0.08
C -6.233170 -4.028762 -0.498792 0.07 0.40 0.36
N -6.050106 -5.665110 3.328589 -0.09 -0.94 0.88
C -7.406555 -6.199338 3.390083 -0.19 0.01 -0.41
C -5.723146 -5.062700 4.623630 0.32 0.12 -0.17
N -4.410150 -5.921604 1.483557 2.86 1.71 0.04
C -4.406901 -7.292987 1.972863 -0.42 -0.15 0.69
C -3.040407 -5.407523 1.553577 0.31 0.26 -0.49
H -5.975529 -6.730866 -0.515300 0.04 -0.10 -0.04
H -7.634851 -6.155795 -0.716163 0.08 0.26 0.04
H -7.197587 -6.970017 0.747852 0.14 0.04 0.12
H -5.296505 -4.265816 -1.024056 -0.01 -0.04 -0.19
H -6.150316 -3.010846 -0.108393 -0.01 -0.09 0.09
H -7.050686 -4.019175 -1.223963 0.01 -0.16 0.05
H -8.169002 -5.449370 3.156854 -0.06 -0.01 0.02
H -7.623609 -6.607400 4.380517 0.23 0.19 0.06
H -7.522307 -7.044989 2.710635 -0.04 0.08 -0.12
H -6.445124 -4.290599 4.909885 0.08 0.07 -0.02
H -4.731798 -4.599305 4.594245 -0.03 0.04 0.00
H -5.698593 -5.825336 5.406531 -0.04 -0.08 -0.12
H -4.105691 -7.369646 3.021847 -0.03 -0.07 -0.01
H -3.703189 -7.886490 1.378911 0.10 0.38 -0.20
H -5.375534 -7.774365 1.851856 -0.05 0.19 0.12
H -2.712261 -5.286412 2.591637 0.24 -0.05 -0.02
H -2.981257 -4.428034 1.062204 -0.02 0.02 0.12
H -2.337871 -6.064401 1.032508 -0.09 -0.05 0.09


Entry 5:
13
Properties=species:S:1:pos:R:3:forces:R:3 method="wB97M-V/def2-TZVPD" homo_lumo_gap_ha=0.160 lumo_ha=-0.1518 relative_energy_kcal_mol=131.5 charge=0 fmax_ev_per_a=3.6
C 0.881472 -0.445217 -1.550179 -0.48 0.87 -0.92
S 0.424407 1.287636 -1.696607 -0.33 -1.60 -0.44
S -0.020771 -2.110436 0.953879 -0.67 1.75 -0.39
C -1.121266 -0.745118 1.196415 -0.77 -0.32 -0.05
H 0.106459 -1.194013 -1.686865 -0.53 0.20 0.07
H 1.593572 -0.678557 -2.350257 0.39 0.05 0.32
H 1.386125 -0.585659 -0.595404 0.46 -0.42 0.66
H -2.182848 -0.933387 1.153045 -0.72 -1.51 0.14
H -1.058678 -0.071628 2.011074 1.17 0.12 1.29
H -1.328594 0.016990 0.438581 1.26 0.37 -1.69
H 0.648718 1.157835 0.301339 0.03 1.06 1.67
H 0.120616 2.582013 0.688780 1.53 -2.85 1.69
O 0.550787 1.719541 1.136198 -1.33 2.27 -2.34